# 1
This record from OMol25 describes C44H38FN4O6PS3 as an isolated structure at a distorted geometry. The level of theory is ωB97M-V with the def2-TZVPD basis set.

Calculated values
LUMO = -1.16 eV
Largest force on an atom = 2.18 eV Å⁻¹
Energy = -108999.594 eV
Kohn-Sham gap = 7.56 eV

Positions of all 97 atoms, in Å:
N (8.1453, -0.5318, -2.4151)
P (6.6672, -0.2319, -1.9838)
C (5.5703, -1.7202, -2.1149)
C (4.6551, -1.9282, -3.1359)
C (4.5210, -0.8265, -4.1854)
C (3.5497, 0.3385, -3.7408)
C (2.4070, -0.1712, -2.8262)
S (0.8690, 0.8401, -3.0228)
C (-0.2651, -0.0630, -1.9001)
S (0.0348, 0.0599, -0.2991)
N (-1.2701, -0.8019, -2.5427)
C (-2.2309, -1.4393, -1.6186)
C (-1.7483, -2.8506, -1.1787)
O (-1.7666, -3.7734, -2.2780)
C (-1.3998, -3.1399, -3.4938)
C (-0.5441, -1.8724, -3.2911)
C (3.8480, -3.1674, -3.1903)
C (2.8700, -3.3931, -4.3604)
C (2.7966, -4.8751, -4.8604)
O (1.6683, -5.5739, -4.3271)
C (3.9928, -4.0829, -2.1934)
F (3.2772, -5.2117, -2.1399)
C (4.9183, -3.8720, -1.1163)
N (5.0619, -4.7675, -0.1278)
S (6.2211, -4.0695, 0.7974)
N (6.5243, -2.6709, 0.0203)
C (5.7283, -2.6898, -1.0616)
H (8.2604, -1.4918, -2.7279)
H (6.5918, 0.1374, -0.6117)
H (6.0612, 0.7896, -2.7553)
H (5.4904, -0.3483, -4.4070)
H (4.1365, -1.1779, -5.1538)
H (3.1044, 0.8517, -4.6098)
H (4.1330, 1.0810, -3.1722)
H (2.6728, -0.1264, -1.7596)
H (2.1235, -1.1835, -3.1459)
H (-2.5478, -0.8138, -0.7773)
H (-3.1474, -1.6332, -2.2105)
H (-2.4315, -3.2844, -0.4278)
H (-0.7493, -2.8332, -0.7058)
H (-0.8827, -3.7986, -4.2097)
H (-2.3484, -2.8173, -3.9778)
H (-0.1794, -1.5246, -4.2700)
H (0.3512, -2.1834, -2.7083)
H (3.2558, -2.8185, -5.2205)
H (1.8678, -2.9808, -4.1487)
H (2.8262, -4.9494, -5.9595)
H (3.6994, -5.3825, -4.4699)
H (1.1457, -4.9542, -3.8050)
C (0.5682, 0.8637, 2.7986)
C (-0.4329, 1.8213, 2.9088)
C (-0.1429, 3.0778, 3.4135)
C (1.1504, 3.3801, 3.8221)
C (2.1515, 2.4113, 3.7336)
C (1.8576, 1.1572, 3.2106)
C (3.5308, 2.7001, 4.2105)
O (4.4030, 1.8593, 4.1299)
C (3.8165, 4.0375, 4.7957)
C (5.0840, 4.3071, 5.2986)
C (5.3659, 5.5533, 5.8341)
C (4.3848, 6.5398, 5.8617)
C (3.1184, 6.2747, 5.3669)
C (2.8267, 5.0214, 4.8413)
C (1.4532, 4.7387, 4.3454)
O (0.5949, 5.5976, 4.3720)
H (0.3409, -0.1146, 2.3962)
H (-1.4423, 1.5846, 2.5965)
H (-0.9238, 3.8234, 3.4933)
H (2.6355, 0.4091, 3.1292)
H (5.8498, 3.5428, 5.2754)
H (6.3525, 5.7594, 6.2298)
H (4.6090, 7.5155, 6.2743)
H (2.3553, 7.0416, 5.3934)
C (-5.2517, 3.4359, 2.5404)
C (-4.2780, 2.5520, 2.0859)
C (-4.6443, 1.3589, 1.4908)
C (-5.9856, 1.0332, 1.3549)
C (-6.9655, 1.9062, 1.8305)
C (-6.5939, 3.1131, 2.4137)
C (-8.4067, 1.5500, 1.7348)
O (-9.2611, 2.3087, 2.1438)
C (-8.7775, 0.2400, 1.1337)
C (-10.1145, -0.1360, 1.0859)
C (-10.4735, -1.3472, 0.5168)
C (-9.4985, -2.1852, -0.0158)
C (-8.1637, -1.8180, 0.0340)
C (-7.7973, -0.6102, 0.6163)
C (-6.3590, -0.2436, 0.6954)
O (-5.5039, -0.9748, 0.2341)
H (-4.9624, 4.3736, 2.9980)
H (-3.2288, 2.7963, 2.1925)
H (-3.8828, 0.6772, 1.1334)
H (-7.3518, 3.7976, 2.7714)
H (-10.8752, 0.5150, 1.4964)
H (-11.5153, -1.6403, 0.4853)
H (-9.7818, -3.1282, -0.4664)
H (-7.4065, -2.4733, -0.3765)

These are the Löwdin partial charges, in e, on atoms 1 to 8:
1 N -0.312
2 P 0.737
3 C -0.231
4 C -0.155
5 C -0.153
6 C -0.226
7 C -0.460
8 S 0.856

=====

# 2
This record from OMol25 describes a 2-piece molecular cluster, C44H38NO3 overall at a distorted geometry. The level of theory is ωB97M-V with the def2-TZVPD basis set.

Calculated values
LUMO = 0.34 eV
Charge = -1
Largest force on an atom = 2.75 eV Å⁻¹
Energy = -53876.709 eV
Energy relative to the best compared isomer or geometry (same formula, charge and spin) = 0.6498 eV
Kohn-Sham gap = 2.98 eV

Positions of all 86 atoms, in Å:
C (3.1952, -4.6299, -2.1533)
C (2.9028, -4.5037, -0.6656)
C (1.5769, -3.7999, -0.4314)
C (2.9197, -5.8811, -0.0203)
O (4.0111, -3.7673, -0.0287)
C (4.1214, -2.4246, -0.3577)
C (3.2486, -1.5009, 0.4215)
N (3.7892, -0.3235, 0.5529)
C (3.7304, 0.6201, 1.4533)
C (4.4075, 1.8713, 1.1643)
C (4.3727, 2.9937, 2.0202)
C (4.8849, 4.2130, 1.5793)
C (5.4818, 4.3170, 0.3182)
C (5.6493, 3.1694, -0.4682)
C (5.1264, 1.9503, -0.0374)
C (2.9068, 0.3899, 2.6537)
C (1.7873, 1.1958, 2.8939)
C (0.8376, 0.7821, 3.8271)
C (1.0830, -0.3502, 4.6114)
C (2.2870, -1.0551, 4.4886)
C (3.1777, -0.7177, 3.4740)
O (4.9383, -2.0085, -1.1526)
H (4.0957, -5.2457, -2.2990)
H (2.3476, -5.1215, -2.6508)
H (3.3516, -3.6425, -2.6085)
H (1.3335, -3.7792, 0.6427)
H (1.5949, -2.7770, -0.8412)
H (0.7738, -4.3411, -0.9486)
H (2.7516, -5.8069, 1.0608)
H (2.1278, -6.5066, -0.4493)
H (3.8842, -6.3727, -0.2006)
H (2.3439, -1.8712, 0.9108)
H (3.9440, 2.9044, 3.0189)
H (4.8002, 5.1039, 2.2017)
H (5.8246, 5.2809, -0.0552)
H (6.1586, 3.2239, -1.4300)
H (5.2450, 1.0424, -0.6292)
H (1.6630, 2.1126, 2.3183)
H (-0.0884, 1.3490, 3.9406)
H (0.3389, -0.6803, 5.3374)
H (2.5222, -1.8781, 5.1673)
H (4.1029, -1.2789, 3.3302)
C (-0.4102, 3.6335, -5.9391)
C (-0.4498, 2.2414, -5.8178)
C (-0.9804, 1.6394, -4.6757)
C (-1.5425, 2.4149, -3.6363)
C (-2.1155, 1.7414, -2.4615)
C (-1.6111, 0.5551, -1.9881)
C (-2.0787, -0.0635, -0.7885)
C (-1.2296, -0.9756, -0.1010)
C (-1.7360, -1.9373, 0.8250)
C (-3.0733, -2.4384, 0.7337)
C (-3.6427, -3.1878, 1.7564)
C (-2.8907, -3.5369, 2.8841)
C (-1.5458, -3.1562, 2.9466)
C (-0.9661, -2.3962, 1.9346)
C (-3.3497, 0.3875, -0.2928)
C (-3.9479, 1.5433, -0.7406)
C (-5.2328, 2.0005, -0.1926)
C (-6.1958, 1.0533, 0.2221)
C (-7.4289, 1.4521, 0.7385)
C (-7.7183, 2.8069, 0.9224)
C (-6.7712, 3.7625, 0.5367)
C (-5.5610, 3.3644, -0.0364)
C (-3.2353, 2.3812, -1.7298)
O (-3.5513, 3.5674, -1.9276)
C (-1.5067, 3.8170, -3.7840)
C (-0.9314, 4.4182, -4.9041)
H (0.0347, 4.0989, -6.8185)
H (-0.0589, 1.6097, -6.6133)
H (-0.9956, 0.5536, -4.5925)
H (-0.7782, 0.0851, -2.5120)
H (-0.1556, -0.9204, -0.2506)
H (-3.6602, -2.2086, -0.1606)
H (-4.6880, -3.4887, 1.6895)
H (-3.3393, -4.1046, 3.6965)
H (-0.9481, -3.4392, 3.8129)
H (0.0801, -2.0805, 2.0038)
H (-3.8338, -0.1357, 0.5353)
H (-5.9743, -0.0106, 0.1045)
H (-8.1647, 0.6926, 0.9969)
H (-8.6688, 3.1071, 1.3651)
H (-6.9812, 4.8222, 0.6766)
H (-4.8637, 4.1214, -0.3853)
H (-1.9593, 4.4488, -3.0242)
H (-0.8935, 5.5054, -4.9679)

These are the Löwdin partial charges, in e, on atoms 1 to 8:
1 C -0.035
2 C -0.595
3 C -0.061
4 C -0.040
5 O -0.030
6 C -0.502
7 C -0.138
8 N 0.070

=====

# 3
This record from OMol25 describes C44H39F2N2O3TeZn as an isolated structure. The level of theory is ωB97M-V with the def2-TZVPD basis set.

Calculated values
LUMO = 2.19 eV
Charge = -1
Largest force on an atom = 0.52 eV Å⁻¹
Energy = -116533.301 eV
Energy relative to the best compared isomer or geometry (same formula, charge and spin) = 0.1807 eV
Kohn-Sham gap = 7.08 eV

Positions of all 92 atoms, in Å:
Zn (-0.8739, 0.6984, -0.4451)
F (-3.5619, -4.0848, -0.2176)
C (-3.5890, -2.7288, -0.2586)
C (-2.4055, -2.0211, -0.2758)
C (-2.4167, -0.6276, -0.2899)
C (-3.6673, 0.0383, -0.2610)
C (-4.8233, -0.7343, -0.3109)
F (-6.0592, -0.1594, -0.3749)
C (-4.8216, -2.1136, -0.2999)
C (-3.6903, 1.5253, -0.1204)
C (-4.8433, 2.3008, 0.0430)
C (-4.7274, 3.6706, 0.1830)
C (-3.4764, 4.2650, 0.1647)
C (-2.3826, 3.4343, 0.0181)
N (-2.4916, 2.1194, -0.1124)
H (-1.4771, -2.5775, -0.2854)
H (-5.7451, -2.6731, -0.3240)
H (-5.8152, 1.8410, 0.0734)
H (-5.6190, 4.2724, 0.3119)
H (-3.3480, 5.3337, 0.2657)
H (-1.3717, 3.8247, 0.0075)
C (4.0531, -0.6927, 4.6893)
C (2.8684, -0.2912, 3.8505)
C (1.7894, 0.3936, 4.3752)
C (0.6866, 0.7698, 3.6039)
C (-0.4402, 1.4296, 4.3067)
O (-0.2568, 2.1219, 5.2956)
C (-1.8506, 1.1428, 3.8784)
C (-2.8449, 2.0710, 4.1647)
C (-4.1704, 1.7846, 3.8776)
C (-4.5113, 0.5540, 3.3276)
C (-3.5213, -0.3779, 3.0476)
C (-2.1935, -0.0778, 3.3098)
C (0.6706, 0.5459, 2.2038)
O (-0.2710, 0.9928, 1.4547)
C (1.7679, -0.1991, 1.6810)
C (2.8137, -0.5972, 2.4851)
C (1.7800, -0.4867, 0.2164)
N (2.0720, 0.3708, -0.6733)
C (2.4199, 1.7277, -0.3021)
C (3.3175, 2.3152, -1.3696)
Te (5.3538, 1.6591, -1.2976)
C (5.0805, -0.3695, -1.8042)
C (5.2307, -1.3515, -0.8297)
C (5.1138, -2.6944, -1.1648)
C (4.8432, -3.0634, -2.4744)
C (4.6853, -2.0871, -3.4479)
C (4.8083, -0.7443, -3.1169)
C (1.3739, -1.8446, -0.2708)
C (1.1762, -2.0467, -1.6374)
C (0.7886, -3.2865, -2.1137)
C (0.5946, -4.3453, -1.2327)
C (0.7818, -4.1496, 0.1272)
C (1.1619, -2.9020, 0.6077)
H (3.8858, -0.4424, 5.7373)
H (4.9650, -0.1822, 4.3686)
H (4.2456, -1.7669, 4.6297)
H (1.7618, 0.6441, 5.4303)
H (-2.5613, 3.0121, 4.6176)
H (-4.9395, 2.5174, 4.0890)
H (-5.5466, 0.3252, 3.1052)
H (-3.7789, -1.3322, 2.6031)
H (-1.4195, -0.7956, 3.0675)
H (3.6302, -1.1560, 2.0325)
H (2.8715, 1.7964, 0.6934)
H (1.4995, 2.3219, -0.2834)
H (3.4062, 3.3972, -1.2590)
H (2.9148, 2.0947, -2.3544)
H (5.4335, -1.0636, 0.1939)
H (5.2181, -3.4516, -0.3978)
H (4.7396, -4.1097, -2.7322)
H (4.4637, -2.3697, -4.4696)
H (4.6892, 0.0138, -3.8808)
H (1.3295, -1.2098, -2.3055)
H (0.6222, -3.4266, -3.1747)
H (0.2824, -5.3131, -1.6049)
H (0.6173, -4.9648, 0.8206)
H (1.2842, -2.7437, 1.6719)
C (0.8543, 0.9831, -4.1010)
C (-0.4673, 1.2354, -3.3604)
C (-1.3694, 0.0063, -3.5288)
C (-1.1645, 2.4557, -3.9794)
O (-0.2085, 1.4979, -2.0253)
H (0.7139, 0.9230, -5.1841)
H (1.3080, 0.0502, -3.7547)
H (1.5476, 1.7979, -3.8821)
H (-1.5383, -0.2274, -4.5849)
H (-2.3368, 0.1770, -3.0509)
H (-0.9098, -0.8618, -3.0479)
H (-1.3125, 2.3438, -5.0577)
H (-0.5589, 3.3459, -3.7954)
H (-2.1380, 2.6031, -3.5052)

These are the Löwdin partial charges, in e, on atoms 1 to 8:
1 Zn 0.689
2 F 0.041
3 C -0.279
4 C -0.041
5 C -0.093
6 C -0.145
7 C -0.225
8 F 0.029

=====

- Among the records above, which one has the lowest LUMO?
  C44H38FN4O6PS3